{"formula": "C5H9P", "method": "ωB97M-V with the def2-TZVPD basis set", "elements": ["C", "C", "C", "C", "C", "P", "H", "H", "H", "H", "H", "H", "H", "H", "H"], "coordinates": [[-0.15246, 1.93939, -0.74387], [-0.08063, 1.88134, 0.54755], [0.86905, 0.94692, -0.14340], [1.01934, -1.62644, 0.38534], [0.47240, -0.51303, -0.48428], [-3.69310, -0.40569, 0.03337], [-3.01966, -0.62342, 1.21568], [-0.35130, 1.92438, 1.57458], [1.94758, 1.13289, -0.31124], [1.12420, -1.23512, 1.34810], [1.91454, -1.94549, -0.08076], [0.37962, -2.43793, 0.23632], [-0.59135, -0.45969, -0.36479], [0.81571, -0.76364, -1.53669], [-0.65392, 2.18553, -1.67591]], "forces_ev_per_a": [[0.5, -0.3, 0.6], [0.7, -1.0, -0.3], [0.0, -0.4, -2.3], [0.0, 1.3, -1.8], [0.9, 0.8, -0.5], [-0.4, 0.2, -0.8], [0.5, -0.2, 0.8], [-0.7, 0.8, 0.3], [-0.6, 0.4, 0.5], [0.3, -0.2, 1.8], [1.5, -0.2, 0.2], [-1.2, -1.5, 0.6], [-0.9, -0.4, -0.5], [-0.9, 0.6, 0.9], [0.2, 0.2, 0.5]], "nbo_charge": [-0.16, -0.20, -0.26, -0.61, -0.40, 0.12, -0.12, 0.23, 0.18, 0.20, 0.20, 0.21, 0.19, 0.19, 0.23], "spin_multiplicity": 1, "lumo_energy_ev": [-1.484, -1.495], "de_lowest_ev": 5.068}

{"formula": "C12H22N2O11P2PtSe2", "method": "ωB97M-V with the def2-TZVPD basis set", "elements": ["Pt", "C", "C", "N", "C", "C", "N", "C", "O", "O", "C", "O", "O", "H", "H", "H", "H", "H", "C", "Se", "C", "C", "Se", "C", "H", "H", "H", "H", "H", "H", "H", "H", "H", "H", "C", "C", "O", "P", "O", "O", "O", "P", "O", "O", "O", "H", "H", "H", "H", "H", "H", "H"], "coordinates": [[0.37937, -0.34477, 0.50814], [4.05006, -1.64345, 1.09647], [3.66940, -0.23267, 0.83375], [2.44220, 0.26093, 0.77377], [2.53505, 1.61145, 0.49601], [3.85073, 1.94406, 0.40519], [4.53225, 0.77807, 0.62389], [4.64538, 3.18648, 0.13680], [3.98087, 4.30092, -0.07829], [5.84006, 3.09203, 0.13169], [1.30437, 2.40308, 0.32447], [1.29780, 3.58732, 0.09001], [0.18674, 1.69373, 0.49300], [3.17285, -2.28441, 1.04044], [4.49458, -1.74077, 2.08810], [4.77952, -1.98775, 0.36350], [5.54595, 0.73906, 0.61739], [3.00810, 4.18507, -0.04285], [0.07272, 1.08530, 3.76431], [-0.81181, -0.34610, 2.80461], [-2.51214, 0.54110, 2.39655], [-2.50776, 1.97803, 1.86370], [-2.51241, 2.25289, -0.06667], [-4.37579, 1.86692, -0.36644], [-0.56511, 1.37176, 4.59793], [0.27196, 1.92378, 3.10371], [1.00212, 0.66586, 4.14336], [-3.01621, 0.54389, 3.36312], [-3.04467, -0.15337, 1.74981], [-1.68361, 2.58100, 2.23655], [-3.43922, 2.45431, 2.17411], [-4.96000, 2.64323, 0.12950], [-4.62027, 0.88491, 0.03736], [-4.54834, 1.89801, -1.43902], [-1.32713, -2.99408, -3.60462], [-1.30529, -2.72905, -2.09603], [-2.01786, -3.74045, -1.37200], [-2.28923, -1.23376, -1.68533], [-3.76414, -1.76738, -1.59841], [-2.28248, -0.19776, -2.87259], [-1.85890, -0.48278, -0.45653], [0.42451, -2.67926, -1.47624], [0.98635, -1.30401, -2.11048], [1.16903, -3.88116, -1.82238], [0.24557, -2.26748, 0.02769], [-2.35414, -3.13539, -3.94742], [-0.77028, -3.90852, -3.80974], [-0.85949, -2.18605, -4.16834], [-1.60074, -4.60304, -1.51265], [-3.79442, -2.72013, -1.38674], [-2.71234, -0.47258, -3.69545], [1.64621, -1.43700, -2.80671]], "forces_ev_per_a": [[0.1, -0.3, 0.3], [0.0, 0.0, 0.0], [0.0, -0.1, 0.1], [-0.2, 0.2, -0.1], [0.0, 0.0, 0.0], [0.1, 0.0, 0.0], [0.0, 0.0, 0.0], [0.1, 0.0, 0.0], [0.0, 0.0, 0.0], [0.0, 0.0, 0.0], [-0.1, -0.1, 0.0], [0.0, 0.1, 0.0], [0.1, 0.2, -0.1], [0.0, 0.0, 0.0], [0.0, 0.0, 0.0], [0.0, 0.0, 0.0], [0.0, 0.0, 0.0], [0.0, 0.0, 0.0], [0.0, -0.1, 0.0], [-0.1, 0.1, -0.1], [0.0, 0.1, -0.1], [0.0, -0.1, 0.0], [0.0, -0.1, 0.0], [0.1, -0.1, 0.0], [0.0, 0.0, 0.0], [0.0, 0.0, 0.0], [0.0, 0.0, 0.0], [0.0, 0.0, 0.0], [0.0, 0.0, 0.0], [0.0, 0.0, 0.0], [0.0, 0.0, 0.1], [0.0, 0.0, 0.0], [0.0, 0.0, 0.0], [0.0, 0.0, 0.0], [0.0, 0.0, 0.1], [-0.1, -0.1, -0.1], [0.1, 0.1, 0.0], [0.1, 0.1, 0.2], [0.0, 0.0, 0.0], [0.0, 0.0, 0.0], [-0.1, 0.1, 0.0], [-0.1, 0.2, 0.0], [0.0, 0.0, -0.1], [0.0, -0.1, 0.1], [0.1, -0.1, -0.3], [0.0, 0.0, 0.0], [0.0, 0.0, 0.0], [0.0, 0.0, 0.0], [0.0, 0.0, 0.0], [0.0, 0.0, 0.0], [0.0, 0.0, 0.0], [0.0, 0.0, 0.0]], "mulliken_spin": [1.80, 0.00, -0.01, 0.21, -0.03, -0.01, 0.01, 0.00, 0.00, 0.00, 0.01, 0.03, 0.23, 0.00, 0.00, 0.00, 0.00, 0.00, 0.00, 0.39, 0.04, -0.02, 0.90, -0.01, 0.01, 0.00, 0.00, 0.01, -0.01, 0.00, 0.00, 0.03, 0.01, 0.00, 0.00, 0.01, 0.00, 0.01, 0.00, 0.00, 0.12, -0.02, 0.02, 0.02, 0.22, 0.00, 0.00, 0.00, 0.00, 0.00, 0.00, 0.00], "charge": 2, "spin_multiplicity": 5, "lumo_energy_ev": [-5.337, -9.413]}

{"formula": "C3H5NO3", "method": "ωB97M-V with the def2-TZVPD basis set", "elements": ["O", "C", "C", "C", "O", "N", "O", "H", "H", "H", "H", "H"], "coordinates": [[-0.30931, 0.64830, -2.25486], [-0.85238, -0.41917, -1.91408], [-0.72103, -1.14022, -0.42010], [0.08127, -0.48410, 0.69204], [0.97810, -1.03052, 1.49237], [-0.25828, 0.84473, 0.82413], [0.88103, 1.45816, 1.49439], [-1.06873, -1.06268, -2.66390], [-0.09089, -2.06032, -0.68753], [-1.73239, -1.36810, -0.27298], [-0.34399, 1.22783, -0.10834], [1.59828, 1.00355, 1.96142]], "forces_ev_per_a": [[-2.0, -2.3, 1.5], [4.9, 3.9, 3.2], [2.5, -0.4, -2.9], [2.3, -1.7, 3.2], [-4.5, 1.9, -4.4], [3.7, -1.8, 1.9], [-1.6, 3.7, -0.7], [-1.7, -2.4, -2.3], [-1.3, 0.9, 0.3], [-1.3, -0.8, 1.2], [0.3, 0.9, -0.2], [-1.2, -1.9, -0.7]], "nbo_charge": [-0.51, 0.44, -0.61, 0.64, -0.61, -0.29, -0.62, 0.13, 0.27, 0.25, 0.40, 0.52], "smiles": "O=CCC(=O)NO", "spin_multiplicity": 1, "lumo_energy_ev": -0.047, "de_lowest_ev": 4.893}

{"formula": "C3H7NO2S", "method": "ωB97M-V with the def2-TZVPD basis set", "elements": ["C", "C", "C", "S", "N", "O", "O", "H", "H", "H", "H", "H", "H", "H"], "coordinates": [[1.32141, -0.83148, 0.99892], [0.65412, -0.02609, 0.21312], [1.14970, 0.74079, -0.93219], [-1.07830, 0.13752, 0.71584], [-1.90771, -0.08380, -0.72042], [-1.17740, -0.84873, 1.75304], [-1.30697, 1.52149, 1.01300], [0.80177, -1.36617, 1.78210], [2.41070, -1.14600, 0.81901], [1.85141, 1.53823, -0.60075], [1.75085, 0.03145, -1.55224], [0.31948, 1.09697, -1.52114], [-1.87691, -0.91835, -1.31079], [-2.91215, 0.15415, -0.65749]], "forces_ev_per_a": [[2.2, -1.8, 0.1], [-1.3, -0.1, 0.3], [1.5, -0.2, -0.7], [2.0, 0.3, -0.4], [-1.2, -0.3, -0.2], [-1.7, -0.1, -0.3], [-0.6, 0.0, 0.2], [0.2, 0.1, 0.0], [-1.6, 0.9, 0.2], [-0.7, -0.3, -0.4], [-0.4, 0.7, 0.2], [0.0, 0.5, -0.2], [0.7, -0.1, 0.9], [0.9, 0.3, 0.3]], "nbo_charge": [-0.33, -0.29, -0.66, 2.28, -1.09, -0.93, -0.93, 0.24, 0.20, 0.24, 0.22, 0.24, 0.41, 0.41], "smiles": "C=C(C)S(N)(=O)=O", "spin_multiplicity": 1, "lumo_energy_ev": 0.530, "de_lowest_ev": 2.377}

What did we get for electronic energy? Answer: -537.02709 -7012.08737 -397.65686 -721.87531 Ha, in the order shown.